A structure of composition C4BNO11Tl at a distorted geometry. Source: the Open Molecules 2025 dataset; level of theory: ωB97M-V with the def2-TZVPD basis set.

Geometry as XYZ:
```
18
Properties=species:S:1:pos:R:3:forces:R:3:lowdin_charge:R:1
Tl 0.13720 6.62914 -0.20068 -0.05 -0.09 0.03 0.990
N 4.01534 1.73687 1.06667 -0.06 1.30 -0.61 -0.547
O 4.49061 1.80736 2.18812 -0.62 0.02 0.05 0.233
O 4.61334 1.01828 0.26287 -1.18 0.42 0.09 0.231
O 3.03295 2.47467 0.74291 1.74 -1.83 0.43 0.156
O -0.97046 -3.11525 -3.12263 0.15 2.04 3.00 0.249
C -0.90408 -2.39321 -2.13010 -0.93 -2.51 -4.82 -0.292
O -1.74721 -1.49359 -1.72723 -0.10 -0.18 0.98 0.312
B -1.30739 -1.02803 -0.41027 0.07 1.73 1.70 -0.781
O 0.12382 -1.49689 -0.29463 -1.79 1.65 1.30 0.298
C 0.35322 -2.32795 -1.21929 1.78 -0.99 0.19 -0.387
O 1.36223 -2.92524 -1.35977 0.58 -0.78 -0.79 0.302
O -1.34853 0.44449 -0.29319 0.43 -1.37 -1.15 0.237
C -2.00559 0.84650 0.76342 1.26 3.28 -0.95 -0.327
O -2.07908 2.05478 0.91834 -0.81 -1.83 1.22 0.170
C -2.47904 -0.41040 1.54686 -1.23 -0.06 -0.57 -0.326
O -2.07332 -1.43549 0.78548 -0.16 -0.44 0.26 0.248
O -3.21403 -0.38604 2.48312 0.91 -0.37 -0.37 0.233
```
Forces are in eV/Å.

## Properties
E_HOMO = -12.5767 eV
Total charge = +1
Orbital gap = 2.1665 eV
Relative energy (zero: lowest compared OMol25 entry of this formula, charge and spin) = 1.737 eV
E_tot = -33515.741 eV